[1]
C6H13NO3 as an isolated structure. Source: OMol25; level of theory: the ωB97M-V functional and the def2-TZVPD basis.

For the HOMO energy, the calculation gives -9.5 eV. For the energy relative to the best compared isomer or geometry (same formula, charge and spin), the calculation gives 9.514 eV. The value obtained for the strongest force on any atom is 18.6 eV Å⁻¹. Its total energy is -14057.115 eV. The gap between HOMO and LUMO comes out at 9.83 eV. Its spin multiplicity is 1.

Cartesian coordinates (Å):
H: 1.8612 1.0103 -0.3297
H: -0.3229 -0.2869 -3.3309
C: -0.0103 0.8994 -0.7361
H: -1.6929 -1.3537 1.2255
H: -1.6755 -0.5399 -1.0415
H: -0.1127 -1.9637 -2.9119
O: 1.2967 1.1780 -1.0694
H: 1.4403 -0.7619 0.4459
C: -0.4470 1.0968 0.7717
H: -0.4088 0.3208 2.5261
N: 0.1118 -1.5535 -0.1882
H: -0.8565 1.7961 -1.4569
C: -0.3989 -1.2601 1.1953
H: -0.0780 2.2281 1.0624
H: -0.1438 -2.6119 -0.8328
H: 0.9415 -0.9736 -2.5523
C: 0.2048 0.0722 1.6007
O: 1.5907 -0.0542 1.4511
C: -0.5541 -0.5247 -1.1359
O: -1.7611 1.0992 1.0031
H: -2.1854 1.6985 0.0169
C: 0.1083 -0.8387 -2.4488
H: 0.0226 -2.1398 1.9373

=====

[2]
An isolated ion of composition C4H8N3O2S and charge +1. Source: OMol25; level of theory: the ωB97M-V functional and the def2-TZVPD basis.

For the HOMO energy, the calculation gives -14.3 eV. For the energy relative to the best compared isomer or geometry (same formula, charge and spin), the calculation gives 4.003 eV. The value obtained for the strongest force on any atom is 3.6 eV Å⁻¹. Its total energy is -23665.974 eV. The gap between HOMO and LUMO comes out at 8.80 eV. As for the net charge: +1. Its spin multiplicity is 1.

Cartesian coordinates (Å):
H: 3.2625 0.9667 -0.7562
N: 1.5333 1.8630 -0.4376
H: -1.7397 -1.5443 -0.7718
H: -0.1996 -0.8753 1.2184
O: 1.1276 1.8129 -1.7121
C: -0.4866 -0.2918 0.2687
N: -0.4053 1.1484 0.7477
C: 0.4763 2.1721 0.6208
H: 2.7005 1.2518 1.1132
H: 1.4167 -0.4965 -2.5035
C: 2.5791 1.2638 0.0355
H: -0.9767 1.4558 1.4853
C: -1.9104 -0.7467 -0.1579
H: -2.4951 -1.2425 0.7436
N: 0.4502 -0.5987 -0.7540
O: 0.5457 3.1646 1.2094
S: 0.3125 0.1850 -2.1045
H: -2.3823 0.0007 -0.8600

=====

[3]
One molecule with the formula C6H10O. Source: OMol25; level of theory: the ωB97M-V functional and the def2-TZVPD basis.

For the HOMO energy, the calculation gives -9.4 eV. For the energy relative to the best compared isomer or geometry (same formula, charge and spin), the calculation gives 1.915 eV. The value obtained for the strongest force on any atom is 1.2 eV Å⁻¹. As for the SMILES: C[C@H]1C[C@H]2OC[C@@H]12. Its total energy is -8429.325 eV. The gap between HOMO and LUMO comes out at 10.45 eV. Its spin multiplicity is 1.

Cartesian coordinates (Å):
H: 0.2079 1.3109 -1.5688
C: 0.0738 1.4426 -0.4719
H: 2.6493 0.1434 -0.4410
H: -0.7372 -1.9619 -0.6793
C: 0.7847 0.2804 0.5138
O: -1.7319 -0.1269 -0.9549
C: -1.2460 0.8340 -0.0173
H: -0.7921 -0.5200 1.9302
H: 0.1388 2.5406 -0.3136
H: -2.0088 1.5055 0.3790
H: 2.2574 -1.3683 0.3915
H: -2.1796 -1.6888 0.3530
C: -0.5971 -0.3053 0.8659
H: 1.4322 -0.9571 -1.1312
H: 1.2238 0.6316 1.4647
C: -1.3099 -1.2157 -0.1197
C: 1.8346 -0.5450 -0.2005

=====

[4]
C3H5NO2 as an isolated structure. Source: OMol25; level of theory: the ωB97M-V functional and the def2-TZVPD basis.

For the HOMO energy, the calculation gives -8.5 eV. For the energy relative to the best compared isomer or geometry (same formula, charge and spin), the calculation gives 3.611 eV. The value obtained for the strongest force on any atom is 1.6 eV Å⁻¹. Its total energy is -8774.083 eV. The gap between HOMO and LUMO comes out at 8.91 eV. Its spin multiplicity is 1.

Cartesian coordinates (Å):
C: 0.6501 0.0624 -0.3286
C: -0.7744 0.4250 0.9720
O: -1.0859 1.6997 0.8888
H: -1.3708 1.9671 -0.0167
H: 2.4851 -0.7497 -0.1881
H: 1.3023 -1.5193 0.7836
H: -0.9357 -1.4851 -0.0095
N: 1.5107 -0.9562 -0.0249
H: -1.6903 -0.0744 -0.9474
O: 0.9229 1.0460 -0.9759
C: -1.0141 -0.4156 -0.1534

=====

[5]
A 2-piece molecular cluster, C9H14O2 overall. Source: OMol25; level of theory: the ωB97M-V functional and the def2-TZVPD basis.

For the HOMO energy, the calculation gives -8.4 eV. For the energy relative to the best compared isomer or geometry (same formula, charge and spin), the calculation gives 3.614 eV. The value obtained for the strongest force on any atom is 5.3 eV Å⁻¹. As for the SMILES: Cc1ccc(O)cc1.CCO. Its total energy is -13652.042 eV. The gap between HOMO and LUMO comes out at 9.13 eV. Its spin multiplicity is 1.

Cartesian coordinates (Å):
H: -1.4832 1.3858 1.8485
C: -0.6824 1.3100 1.0530
O: -2.2182 1.9080 -0.6268
C: -0.9436 1.5673 -0.3381
C: 1.5472 0.6740 0.4068
H: 0.7412 1.1089 2.6582
H: -1.6369 -1.4553 0.2549
H: -2.2828 -3.5511 -0.8547
C: 0.2803 -2.3659 0.6408
H: 0.1199 -3.5408 1.0247
H: 0.0950 -1.7501 1.5389
O: -1.4750 -3.1739 -0.8827
C: 2.8748 0.3392 0.8616
H: -0.3411 1.4717 -2.3828
H: 2.0072 0.6813 -1.7209
H: -2.2045 2.8065 -1.0547
C: -0.8790 -2.0735 -0.3380
H: 3.6402 0.5173 0.0357
H: 3.0172 -0.7542 1.0168
C: 1.2339 0.9528 -0.9465
H: 3.1782 0.9439 1.7891
H: -0.6540 -1.3448 -1.2347
H: 1.3091 -2.3335 0.4586
C: -0.0143 1.3653 -1.3808
C: 0.5897 0.8877 1.4908

=====

[6]
C44H80Br2F9NNbO12S2 as an isolated structure. Source: OMol25; level of theory: the ωB97M-V functional and the def2-TZVPD basis.

For the HOMO energy, the calculation gives -6.5 eV. The value obtained for the strongest force on any atom is 3.2 eV Å⁻¹. Its total energy is -260744.199 eV. The gap between HOMO and LUMO comes out at 7.03 eV. As for the net charge: -1. Its spin multiplicity is 1.

Cartesian coordinates (Å):
C: 0.7889 -3.1916 2.2715
F: 3.6268 -4.3607 0.6870
H: -8.3759 1.5528 -0.8160
C: 2.6792 6.4406 1.4932
H: 2.0367 6.2560 3.5483
H: 9.0806 -9.0965 6.4549
H: 0.3221 2.0603 2.0608
C: 2.9700 -3.6065 -0.1936
C: 0.3822 -3.5448 0.7925
H: 1.8407 1.0868 5.2818
H: 9.1577 -7.3362 4.7917
O: 7.2365 -6.6948 5.1524
H: -9.4595 -4.6471 -6.2897
F: -0.0352 -3.8802 3.0792
H: 5.8763 -0.6327 3.5244
H: 4.1629 -0.7599 -4.5671
C: 3.9327 0.1916 -4.0758
C: -5.8198 0.3574 -0.4695
F: 0.6277 -1.9239 2.5628
O: 3.0791 2.1801 2.7873
C: 0.5958 4.0158 -1.2859
H: -2.2284 0.6135 -0.4899
C: 3.2678 0.9950 2.9104
H: -6.6962 -0.5723 -2.2113
C: -7.0280 -0.0844 -1.2915
H: -10.4368 3.3689 -3.3978
C: -0.3993 1.2515 2.2225
H: 4.5693 -2.6646 2.9416
C: -9.4414 -2.6387 -7.1566
H: -9.8809 2.5888 -7.4589
H: -10.1402 -2.3278 -6.3713
H: 0.8147 2.3632 7.5686
C: -1.6754 1.2004 0.2444
C: 8.2233 -8.4251 6.4279
C: -0.8129 4.5278 -1.5530
F: 1.4606 -5.3540 -0.2146
H: -1.1575 5.1338 -0.7113
C: 3.9501 7.2206 1.8062
H: 7.5515 -1.3309 1.2104
H: -0.9437 -0.5747 1.2273
H: 4.5319 7.4585 0.9144
H: 1.3324 -0.6371 7.7413
C: -10.7664 2.7652 -4.2442
C: -9.5473 1.3709 -5.6744
O: 2.1834 -1.0647 0.3174
C: -7.1856 -2.2362 -6.6887
O: -9.9635 1.5855 -4.3198
H: -6.7861 -4.2494 -5.9332
H: -8.2389 1.2334 -2.5549
O: -8.3863 -1.6773 -7.2321
H: -3.0512 2.6204 1.1894
Br: 8.2081 -2.3740 3.8593
H: -0.5491 4.7959 -3.6790
H: -1.3763 6.1616 -2.9215
C: -0.5997 5.4116 -2.7779
F: 1.0021 -3.6412 -1.4411
H: 2.8460 0.7511 -6.5568
C: 4.1217 2.0876 -5.4388
C: -10.3807 2.3107 -6.5328
O: -6.6332 2.2134 -1.6932
C: 2.8109 1.6798 8.0251
C: 1.1252 0.2654 7.1611
C: -0.5840 0.4152 0.9645
C: 2.7693 1.4431 -5.7141
C: 2.4919 5.6317 2.7742
C: 6.2573 -7.7206 5.3243
F: -0.4851 -4.5688 0.8743
C: 1.4674 -4.0087 -0.2448
H: 1.9924 2.1731 -5.9424
C: 7.5395 -3.1730 2.2053
C: -2.5469 1.6737 1.3987
C: 2.5290 0.6673 -4.4211
H: 1.8207 -0.1530 -4.5245
C: -10.6078 3.4803 -5.5788
H: -3.3065 0.9230 1.6524
C: 2.2086 0.4759 6.1126
H: -9.7245 4.1223 -5.5584
H: 5.6780 -7.8191 4.4057
H: -1.2366 2.0585 -0.2673
H: 8.4348 -3.4326 1.6621
H: 4.4567 1.1730 0.0705
H: 3.1175 2.7210 8.1379
H: 4.0816 0.0722 -3.0064
H: 7.4817 -5.1671 2.9009
H: -9.9760 -2.6588 -8.1070
H: -5.0119 -0.3726 -0.4443
H: 0.1315 0.1701 6.7261
H: 4.0034 3.0462 -4.9194
H: -8.4430 -4.4665 -7.7236
C: -8.7872 -3.9697 -6.8137
Br: 6.7097 -2.9516 -0.4487
H: -0.0691 0.6618 3.0779
O: 1.4853 5.0490 -1.7225
C: 1.2980 1.5030 8.0377
H: 4.2614 4.3861 2.6465
C: 3.9299 5.3001 3.1416
O: 3.2642 1.1920 6.7649
H: -1.5321 3.7266 -1.7110
H: 1.8775 4.7420 2.6485
C: -5.4267 1.6484 -1.1727
H: -6.1220 0.5660 0.5594
H: 5.9536 -4.3794 3.1067
H: -6.7233 -1.5093 -6.0206
O: 4.8296 1.1935 -4.5844
S: 5.5117 1.0010 0.8824
C: 6.8230 -2.1244 1.3161
H: 3.2858 1.0905 8.8189
C: 8.4980 -7.1474 5.6461
H: 7.3473 -9.5002 4.7735
C: 6.8004 -4.4622 2.4437
H: 2.1595 1.3407 -3.6437
H: -9.6860 0.3220 -5.9335
H: 0.7770 3.8043 -0.2313
H: -8.4805 1.6063 -5.7492
H: -11.8072 2.4668 -4.0740
F: -0.3080 -2.5313 0.2862
Nb: 4.9401 -1.1238 2.0670
H: 6.4239 -9.6882 6.2685
O: -1.6782 1.8399 2.5166
H: 0.3338 0.3010 0.3942
H: -11.3351 1.8433 -6.7871
C: 0.7643 6.0211 -2.4796
H: 3.7217 8.1565 2.3321
H: -6.4938 -2.4394 -7.5129
H: 8.9433 -6.3635 6.2591
O: 3.9826 -1.3546 -1.2211
C: -7.5921 -3.5193 -5.9783
H: 0.8063 3.1085 -1.8630
N: 3.2502 -0.2120 2.9692
H: 4.7046 2.2561 -6.3467
H: 6.4755 -4.9092 1.5184
H: 7.9462 -8.1842 7.4569
H: 1.8355 7.0874 1.2534
F: 2.0292 -3.5576 2.5479
F: 3.4267 -3.9527 -1.4136
H: 0.6677 6.9305 -1.8749
O: 4.7314 6.3942 2.6682
H: -7.6920 -0.7679 -0.7643
H: 1.3287 6.2640 -3.3809
H: 2.8451 5.7708 0.6468
H: 2.5976 -0.4559 5.7058
H: 5.5796 -7.4214 6.1314
S: 3.4276 -1.7942 0.0484
H: 0.8934 1.3918 9.0433
C: -7.6891 1.2486 -1.6147
H: -7.9110 -3.3000 -4.9570
H: 4.0786 5.1849 4.2158
C: 7.0190 -8.9896 5.6819
H: -11.4698 4.0956 -5.8326
H: -4.7473 1.4532 -2.0102
H: -4.9517 2.3664 -0.5031

=====

> Number 5 is which compound?

C9H14O2

=====

Copy entry 1 word for word.
C6H13NO3 as an isolated structure. Source: OMol25; level of theory: the ωB97M-V functional and the def2-TZVPD basis.

For the HOMO energy, the calculation gives -9.5 eV. For the energy relative to the best compared isomer or geometry (same formula, charge and spin), the calculation gives 9.514 eV. The value obtained for the strongest force on any atom is 18.6 eV Å⁻¹. Its total energy is -14057.115 eV. The gap between HOMO and LUMO comes out at 9.83 eV. Its spin multiplicity is 1.

Cartesian coordinates (Å):
H: 1.8612 1.0103 -0.3297
H: -0.3229 -0.2869 -3.3309
C: -0.0103 0.8994 -0.7361
H: -1.6929 -1.3537 1.2255
H: -1.6755 -0.5399 -1.0415
H: -0.1127 -1.9637 -2.9119
O: 1.2967 1.1780 -1.0694
H: 1.4403 -0.7619 0.4459
C: -0.4470 1.0968 0.7717
H: -0.4088 0.3208 2.5261
N: 0.1118 -1.5535 -0.1882
H: -0.8565 1.7961 -1.4569
C: -0.3989 -1.2601 1.1953
H: -0.0780 2.2281 1.0624
H: -0.1438 -2.6119 -0.8328
H: 0.9415 -0.9736 -2.5523
C: 0.2048 0.0722 1.6007
O: 1.5907 -0.0542 1.4511
C: -0.5541 -0.5247 -1.1359
O: -1.7611 1.0992 1.0031
H: -2.1854 1.6985 0.0169
C: 0.1083 -0.8387 -2.4488
H: 0.0226 -2.1398 1.9373